# C13H44BF4O9Ti2

C13H44BF4O9Ti2 as an isolated structure (wB97M-V/def2-TZVPD, the Open Molecules 2025 dataset).

```
73
Properties=species:S:1:pos:R:3:lowdin_spin:R:1
Ti -0.62038 0.11739 -3.07295 2.71
Ti -2.59704 2.80261 -0.38998 2.71
B -0.82092 0.56709 -0.26549 0.05
F 0.42079 0.37824 0.28321 0.00
F -0.75120 1.59303 -1.17357 0.09
F -1.28554 -0.54281 -0.90051 0.06
F -1.68713 0.93134 0.70163 0.04
C 2.08550 -1.62237 2.40193 0.00
O 2.63897 -1.84528 3.66986 0.00
H 2.16678 -0.58972 2.06264 0.00
H 2.44614 -2.32768 1.65321 0.00
H 1.00943 -1.78039 2.47411 0.00
H 2.00910 -1.49532 4.30421 0.00
C 2.72054 -1.87651 -1.66041 0.01
O 3.64146 -2.62800 -0.87265 0.00
H 1.82096 -2.48343 -1.76287 0.01
H 2.59464 -0.92141 -1.15049 0.00
H 3.09737 -1.66235 -2.66053 0.00
H 4.29358 -1.98337 -0.58840 0.00
C 1.68598 2.03087 2.55418 0.00
O 0.53433 1.21392 2.62750 0.00
H 2.55829 1.46497 2.88118 0.00
H 1.76796 2.39683 1.53072 0.00
H 1.56765 2.87918 3.22832 0.00
H 0.39228 0.88677 1.73621 0.00
C 3.48268 1.96860 -0.29768 0.00
O 2.47148 2.85679 -0.74004 0.00
H 3.04666 1.00092 -0.04952 0.00
H 4.32639 1.80312 -0.96765 0.00
H 3.95672 2.28325 0.63204 0.00
H 2.88386 3.72253 -0.69482 0.00
C -0.27362 4.53824 0.45749 0.02
O -1.64810 4.83787 0.51129 0.04
H 0.28878 5.43176 0.18652 0.00
H 0.13472 4.30120 1.43993 0.00
H -0.07341 3.80811 -0.32668 0.01
H -1.80988 5.49314 1.19397 0.00
C 3.61304 1.83980 -3.86872 0.00
C 2.10828 1.85632 -4.06678 0.01
O 1.49437 1.37995 -2.87581 0.05
H 3.82747 0.82079 -3.54663 0.00
H 3.89341 2.53074 -3.07368 0.00
H 4.08571 1.99427 -4.83868 0.00
H 1.82865 1.20930 -4.89821 0.00
H 1.78476 2.86637 -4.31826 0.00
H 1.75003 1.88021 -2.09736 0.00
C -1.51650 -4.77676 -2.00614 0.02
C -1.39841 -3.70017 -0.93938 0.15
O -1.38140 -4.29185 0.34818 0.65
H -2.47811 -5.28373 -1.92622 0.01
H -0.84457 -5.60874 -1.79539 0.01
H -1.33872 -4.43181 -3.02471 0.00
H -2.22169 -2.98890 -1.00579 0.08
H -0.54701 -3.04703 -1.13076 0.07
H -1.22092 -3.54754 0.93287 0.00
C -4.62694 -0.66734 0.21330 0.01
C -5.11593 0.35308 -0.81472 0.01
O -4.07179 1.14298 -1.42859 0.09
H -3.79919 -1.25824 -0.17882 0.00
H -5.42580 -1.30032 0.59965 0.00
H -4.13514 -0.23190 1.08314 0.00
H -5.86852 1.06663 -0.47925 0.00
H -5.70146 -0.21794 -1.53527 0.00
H -3.73115 0.55408 -2.10590 0.02
C -1.78196 -2.35030 4.10267 0.00
C -2.12615 -1.26590 3.10656 0.01
O -2.05674 -1.82932 1.85451 0.02
H -0.75054 -2.68234 3.98428 0.00
H -2.39523 -3.24199 3.97271 0.00
H -1.79430 -1.86983 5.08098 0.00
H -1.36877 -0.48329 3.15108 0.00
H -3.08577 -0.82864 3.38229 0.00
H -2.07909 -1.13947 1.18728 0.00
```

M = 527.02 g/mol
multiplicity = 8
E = -3321.39516 Eh
F_max = 3.10 eV/Å
net charge = +2
HOMO (alpha / beta) = -11.256 / -14.257 eV